{
  "formula": "C7H9NO2S2",
  "method": "ωB97M-V/def2-TZVPD",
  "elements": ["C", "C", "S", "C", "O", "C", "C", "S", "C", "N", "C", "O", "H", "H", "H", "H", "H", "H", "H", "H", "H"],
  "positions_angstrom": [[-3.3213, 0.0983, 0.2462], [-1.8566, -0.2551, -0.0403], [-1.4540, -0.0286, -1.7738], [0.2505, -0.1328, -1.8351], [0.8023, -0.3288, -2.9033], [1.0820, 0.0739, -0.5742], [1.8155, -1.1278, -0.0528], [2.4565, -0.5364, 1.6071], [1.3192, 0.9172, 1.6278], [0.3666, 0.7211, 0.5407], [-0.9327, 0.4915, 0.9544], [-1.3407, 0.8200, 2.0425], [-3.4791, 1.1811, 0.1665], [-3.5368, -0.1667, 1.2730], [-3.9294, -0.4033, -0.4540], [-1.6750, -1.2842, 0.2009], [1.8178, 0.8150, -0.8471], [1.1620, -1.9896, 0.1349], [2.6312, -1.4051, -0.7420], [0.7403, 1.0289, 2.5747], [1.8303, 1.8939, 1.5052]],
  "atomic_forces_ev_per_a": [[1.2546, 0.8949, 0.3269], [0.4305, 1.0671, 1.1108], [-1.2335, 0.1995, -0.4263], [1.4500, -0.4617, -0.5961], [-0.2618, 0.2210, 0.7901], [-1.1273, 0.8146, 0.0949], [0.4721, -0.4249, 0.7231], [-0.3072, 0.0396, -0.6965], [-0.3999, 1.1054, 0.5269], [0.0385, -0.4603, 0.7568], [-0.0192, -0.3807, -1.1469], [-0.0990, 0.0499, 0.1112], [0.0700, -0.2348, -0.1262], [-0.1908, -0.2274, 0.0478], [-0.9827, -0.6291, -0.6110], [-0.0770, -0.7956, 0.0605], [0.4084, 0.1844, -0.3817], [0.1321, 0.2142, -0.2033], [-0.3046, 0.0928, 0.4978], [0.5665, -0.5153, -0.6887], [0.1803, -0.7535, -0.1702]],
  "lowdin_charge": [-0.094, -0.519, 1.102, -0.691, 0.019, -0.333, -0.370, 0.866, -0.418, -0.073, -0.447, 0.084, 0.096, 0.084, 0.057, 0.110, 0.154, 0.085, 0.099, 0.093, 0.097],
  "lumo_energy_ev": 0.5,
  "e_tot_ha": -1273.756187,
  "homo_lumo_gap_ev": 9.7017,
  "smiles": "C[C@H]1SC(=O)[C@@H]2CSCN2C1=O",
  "homo_energy_ev": -9.2
}

{
  "formula": "C7H9NO4P2",
  "method": "ωB97M-V/def2-TZVPD",
  "elements": ["C", "C", "C", "C", "C", "C", "C", "N", "O", "O", "O", "O", "P", "P", "H", "H", "H", "H", "H", "H", "H", "H", "H"],
  "positions_angstrom": [[-2.6122, -1.0086, 0.8835], [-2.3528, 0.3042, 1.2919], [-1.7568, -1.5617, -0.0013], [-1.0681, 0.8156, 1.1012], [-0.5150, -1.0825, -0.3489], [-0.1454, 0.1063, 0.3127], [2.2024, 0.0383, -0.1851], [1.1418, 0.6968, 0.2710], [1.6620, -2.5068, 0.8846], [3.7670, 1.6150, 1.3780], [4.8426, 0.5533, -0.7091], [3.8671, -2.0808, -0.1422], [2.6991, -1.4221, 0.7198], [3.6348, 1.1905, -0.0632], [-3.6579, -1.4385, 1.1181], [-3.1139, 0.8249, 1.9070], [-2.1663, -2.5440, -0.4194], [-0.7910, 1.8204, 1.4441], [0.1426, -1.5666, -1.0110], [0.2733, 2.0740, -1.6479], [1.4020, 1.6960, 0.4284], [4.5499, -1.4410, -0.2593], [3.2999, 2.4235, -1.0044]],
  "atomic_forces_ev_per_a": [[-2.9496, 1.6345, 0.7811], [0.4009, -0.0807, 1.3823], [-0.5564, -3.7647, -1.5287], [-0.8191, 0.0748, -0.4704], [-0.1184, 1.8280, 1.5921], [0.3018, 1.3167, 0.4936], [0.2394, 0.8343, 1.2061], [0.1018, -0.4245, -1.0129], [0.2416, 0.4823, 0.4007], [-0.6152, 0.4095, -0.6405], [-0.2331, -0.4372, -0.0157], [0.0130, -1.6136, -0.1893], [-1.3222, -1.8399, -0.1207], [2.0605, 1.7747, -1.0151], [1.9068, 0.4630, -0.5223], [0.6580, -0.1403, -0.4523], [1.1107, 1.2294, 0.2671], [-0.1075, -0.5365, -0.1065], [0.6151, -0.4843, -0.6573], [-0.2144, 0.4376, -0.2712], [-1.9568, -0.7577, -0.0855], [1.3067, 1.4659, -0.5564], [-0.0638, -1.8715, 1.5217]],
  "lowdin_charge": [-0.169, -0.126, -0.150, -0.071, -0.050, -0.314, -0.437, -0.083, -0.454, -0.477, -0.491, -0.259, 0.627, 0.271, 0.107, 0.088, 0.115, 0.097, 0.089, -0.376, 0.055, -0.018, 0.023],
  "total_charge": -2,
  "lumo_energy_ev": [5.5, 5.5],
  "e_tot_ha": -1310.506886,
  "homo_lumo_gap_ev": [4.2975, 4.2983],
  "homo_energy_ev": [1.2, 1.2]
}

{
  "formula": "C7H9NO4PS",
  "method": "ωB97M-V/def2-TZVPD",
  "elements": ["C", "C", "C", "C", "C", "C", "C", "N", "O", "O", "O", "O", "P", "S", "H", "H", "H", "H", "H", "H", "H", "H", "H"],
  "positions_angstrom": [[0.7108, -0.4865, 0.6653], [-0.5884, -0.7459, 0.3062], [1.2678, 0.7802, 0.6379], [-1.2073, 1.1201, -0.2558], [3.1637, 1.8366, -0.4585], [-3.0066, -2.4955, -0.2060], [2.5989, 1.1205, 0.7890], [-2.3224, 1.7906, -0.5649], [-2.2945, 2.9797, -0.9547], [-0.5102, -2.6983, -1.4548], [-3.3642, 1.1374, -0.4305], [-0.6125, -3.2776, 0.9764], [-1.1732, -2.4873, -0.1365], [0.1665, 2.0466, 0.0205], [1.3126, -1.2414, 1.1016], [4.0848, 2.5404, -0.1990], [2.3571, 2.3709, -0.8559], [3.5533, 0.9658, -0.9852], [-3.3754, -2.3757, 0.7801], [-3.2583, -1.6789, -0.9236], [-3.2784, -3.4407, -0.6628], [2.5462, 1.8700, 1.6300], [3.2296, 0.3692, 1.1812]],
  "atomic_forces_ev_per_a": [[-1.1447, 0.8054, 0.2080], [-1.5286, 3.5789, -1.2210], [-5.3322, -0.1518, -2.2890], [3.9557, -4.3067, 1.6540], [3.4051, -0.5053, 2.2055], [1.5711, 0.8436, -1.6809], [2.5692, 4.0412, 2.1050], [-1.8093, -0.1002, -0.1599], [0.1875, -0.4685, 0.2382], [-0.7402, 0.3743, -0.6317], [-0.6915, 0.2643, -0.2991], [-0.2624, -0.3709, 1.4472], [0.7818, 0.0272, -0.7412], [1.1756, -1.0035, 0.8074], [0.3590, -1.0778, 0.0138], [-1.9736, -1.4086, -0.5098], [-0.5001, 0.7318, -1.3124], [-0.1588, 0.6096, -1.1354], [-0.6655, 0.2221, 0.7539], [-0.2116, -0.4614, 0.8071], [-0.1195, -0.2184, 0.1133], [0.5779, -0.2585, -0.4490], [0.5552, -1.1667, 0.0758]],
  "lowdin_charge": [-0.177, 0.023, -0.516, -0.364, -0.093, -0.171, -0.323, -0.532, -0.055, -0.379, 0.001, -0.377, 0.238, 1.102, 0.112, 0.113, -0.011, 0.077, 0.021, 0.046, 0.032, 0.128, 0.106],
  "total_charge": -1,
  "lumo_energy_ev": [2.0, 1.8],
  "e_tot_ha": -1367.268750,
  "homo_lumo_gap_ev": [6.8770, 6.4360],
  "homo_energy_ev": [-4.9, -4.7]
}